i:
The molecule C3H9NOS, computed with ωB97M-V with the def2-TZVPD basis set.

Values from the calculation:
Kohn-Sham gap ... 9.729 eV
SMILES ... OCNCCS
E_HOMO ... -8.93 eV
2S+1 ... 1
Molar mass ... 107.2 u
LUMO ... 0.80 eV

Geometry (Å):
S1 -1.99 0.80 2.31
O1 1.99 -1.97 -1.60
N1 0.33 -0.70 -0.38
C1 1.43 -0.72 -1.30
C2 -1.43 0.72 0.70
C3 0.04 0.40 0.59
H1 2.10 0.09 -1.07
H2 -2.04 -0.08 0.37
H3 0.54 0.26 1.66
H4 1.79 -2.59 -0.92
H5 0.61 1.26 0.43
H6 -0.48 -0.86 -1.05
H7 -1.61 1.68 0.22
H8 -2.21 2.15 2.39
H9 0.93 -0.45 -2.36

Partial atomic charges computed with the Mulliken method, in multiples of e: S -0.249; O -0.486; N -0.371; C -0.277; C -0.591; C -0.406; H 0.312; H 0.317; H 0.278; H 0.281; H 0.321; H 0.226; H 0.327; H 0.121; H 0.197

=====

ii:
A cluster of 2 separate species, C3H9NOS in total, computed with ωB97M-V with the def2-TZVPD basis set.

Values from the calculation:
Kohn-Sham gap ... 7.699 eV
E_HOMO ... -9.30 eV
2S+1 ... 1
Molar mass ... 107.2 u
LUMO ... -1.60 eV

Geometry (Å):
S1 -2.42 0.35 -1.39
O1 2.27 -0.25 1.06
N1 0.30 -0.92 -1.01
C1 0.04 0.14 -0.07
C2 0.90 -0.04 1.25
C3 -1.45 0.32 0.11
H1 -0.68 1.36 -2.14
H2 0.88 -0.57 -1.77
H3 -0.61 -1.24 -1.40
H4 0.83 0.93 1.81
H5 2.42 -1.06 0.70
H6 -1.65 1.25 0.68
H7 0.51 -0.81 1.93
H8 0.45 1.07 -0.49
H9 -1.79 -0.53 0.75

Partial atomic charges computed with the Mulliken method, in multiples of e: S -0.184; O -0.508; N -0.577; C 0.139; C -0.732; C -0.623; H 0.116; H 0.258; H 0.294; H 0.274; H 0.298; H 0.345; H 0.364; H 0.178; H 0.357

=====

Least stable: ii

=====

i:
A cluster of 2 separate species, C5H6N2O2 in total, computed with ωB97M-V with the def2-TZVPD basis set.

Values from the calculation:
Kohn-Sham gap ... 8.868 eV
SMILES ... CC(O)=C=C=N.N=C=O
E_HOMO ... -8.75 eV
2S+1 ... 1
Molar mass ... 126.1 u
LUMO ... 0.11 eV

Geometry (Å):
O1 1.55 0.26 -0.40
O2 0.44 -2.81 -1.65
N1 -0.60 -1.00 -2.63
N2 -2.82 0.82 -0.65
C1 -0.59 0.58 0.52
C2 0.71 0.34 0.67
C3 -1.76 0.60 -0.04
C4 1.22 0.26 2.10
C5 -0.04 -1.87 -2.07
H1 -0.66 0.02 -2.42
H2 1.44 -0.72 2.19
H3 2.26 0.90 -0.37
H4 -3.72 1.10 -0.25
H5 2.03 0.97 2.09
H6 0.54 0.55 2.90

Partial atomic charges computed with the Mulliken method, in multiples of e: O -0.463; O -0.420; N -0.476; N -0.595; C 0.006; C 0.533; C 0.104; C -1.153; C 0.569; H 0.332; H 0.326; H 0.300; H 0.264; H 0.343; H 0.330

=====

ii:
The molecule C5H6N2O2, computed with ωB97M-V with the def2-TZVPD basis set.

Values from the calculation:
Kohn-Sham gap ... 9.776 eV
SMILES ... O=C=N/C=C\[C@@H]1CN1O
E_HOMO ... -8.90 eV
2S+1 ... 1
Molar mass ... 126.1 u
LUMO ... 0.88 eV

Geometry (Å):
O1 1.26 1.75 1.99
O2 0.52 2.10 -0.93
N1 0.22 -0.32 2.15
N2 0.55 0.74 -0.53
C1 0.62 0.78 1.91
C2 0.40 -0.18 -1.71
C3 -0.65 0.00 -0.70
C4 -0.43 -1.33 1.53
C5 -0.78 -1.20 0.23
H1 0.75 2.55 -0.09
H2 -0.73 -2.18 2.02
H3 0.76 -1.21 -1.93
H4 -1.64 0.34 -1.04
H5 0.31 0.32 -2.67
H6 -1.15 -2.15 -0.21

Partial atomic charges computed with the Mulliken method, in multiples of e: O -0.480; O -0.426; N -0.415; N -0.181; C 0.722; C -0.531; C 0.179; C -0.213; C -0.733; H 0.350; H 0.490; H 0.259; H 0.342; H 0.308; H 0.328

=====

iii:
The molecule C5H6N2O2, computed with ωB97M-V with the def2-TZVPD basis set.

Values from the calculation:
Kohn-Sham gap ... 10.090 eV
SMILES ... [H]/N=C1\OCC=C1C(N)=O
E_HOMO ... -9.88 eV
2S+1 ... 1
Molar mass ... 126.1 u
LUMO ... 0.21 eV

Geometry (Å):
O1 2.31 -0.36 1.56
O2 -1.77 -0.13 -0.72
N1 -0.01 1.08 -1.75
N2 2.16 0.87 -0.44
C1 -0.55 0.40 -0.84
C2 -0.59 -0.80 1.18
C3 1.70 0.08 0.59
C4 -1.93 -0.85 0.56
C5 0.22 -0.10 0.37
H1 -2.82 -0.30 1.20
H2 -0.54 -1.28 2.15
H3 1.64 1.04 -1.28
H4 -0.71 1.40 -2.42
H5 3.18 0.70 -0.48
H6 -2.28 -1.76 0.30

Partial atomic charges computed with the Mulliken method, in multiples of e: O -0.621; O -0.417; N -0.647; N -0.385; C 0.539; C -0.425; C 0.214; C -0.377; C 0.315; H 0.222; H 0.437; H 0.332; H 0.266; H 0.238; H 0.308

=====

iv:
A cluster of 2 separate species, C5H6N2O2 in total, computed with ωB97M-V with the def2-TZVPD basis set.

Values from the calculation:
Kohn-Sham gap ... 8.093 eV
E_HOMO ... -7.63 eV
2S+1 ... 1
Molar mass ... 126.1 u
LUMO ... 0.46 eV

Geometry (Å):
O1 1.85 0.52 -2.69
O2 3.50 1.30 -1.35
N1 -0.03 0.47 1.02
N2 -0.08 -1.42 -0.07
C1 1.29 -1.04 -0.05
C2 -2.36 -0.26 0.60
C3 2.67 0.96 -2.05
C4 1.25 0.18 0.64
C5 -0.87 -0.44 0.56
H1 -0.28 1.38 1.34
H2 -2.56 0.88 0.85
H3 -0.58 -2.28 -0.45
H4 -2.88 -0.35 -0.30
H5 1.95 0.88 0.56
H6 -2.87 -0.79 1.38

Partial atomic charges computed with the Mulliken method, in multiples of e: O -0.317; O -0.363; N -0.045; N -0.034; C -0.754; C -1.021; C 0.682; C -0.523; C 0.397; H 0.254; H 0.243; H 0.228; H 0.344; H 0.634; H 0.276

=====

Least stable: ii

=====

i:
A structure of composition C3H12O3Rb, computed with ωB97M-V with the def2-TZVPD basis set.

Values from the calculation:
Kohn-Sham gap ... 10.836 eV
E_HOMO ... -14.00 eV
2S+1 ... 1
Molar mass ... 181.6 u
Total charge ... +1
LUMO ... -3.16 eV

Geometry (Å):
Rb1 -0.96 0.26 -0.64
O1 0.94 -1.91 -0.48
O2 1.86 0.53 -1.75
O3 -3.07 1.69 0.77
C1 0.75 -3.29 -0.71
C2 2.35 1.24 -0.69
C3 -3.04 1.69 2.19
H1 1.70 -1.69 -1.02
H2 -2.47 2.58 2.46
H3 0.58 -3.79 0.25
H4 2.72 2.25 -0.90
H5 3.16 0.64 -0.27
H6 2.51 0.73 -2.43
H7 1.58 1.33 0.08
H8 -4.05 1.71 2.59
H9 -0.09 -3.43 -1.39
H10 -2.53 0.81 2.59
H11 1.64 -3.76 -1.12
H12 -3.59 2.43 0.45

Partial atomic charges computed with the Mulliken method, in multiples of e: Rb 0.916; O -0.385; O -0.469; O -0.469; C -0.652; C -0.540; C -0.516; H 0.280; H 0.269; H 0.254; H 0.315; H 0.282; H 0.292; H 0.137; H 0.263; H 0.236; H 0.216; H 0.296; H 0.275

=====

ii:
A structure of composition C3H12O3Rb, computed with ωB97M-V with the def2-TZVPD basis set.

Values from the calculation:
Kohn-Sham gap ... 10.537 eV
E_HOMO ... -14.31 eV
2S+1 ... 1
Molar mass ... 181.6 u
Total charge ... +1
LUMO ... -3.77 eV

Geometry (Å):
Rb1 0.93 -0.64 1.30
O1 2.11 2.05 0.70
O2 -1.39 -2.43 1.51
O3 -0.66 -0.68 -1.18
C1 2.64 3.19 0.03
C2 -2.41 -3.43 1.21
C3 -0.02 0.35 -1.92
H1 0.37 1.10 -1.23
H2 -3.23 -2.95 0.67
H3 -1.32 -0.27 -0.63
H4 2.05 3.51 -0.82
H5 -0.75 0.75 -2.63
H6 1.31 2.28 1.17
H7 -2.04 -4.19 0.52
H8 2.78 4.06 0.67
H9 -2.89 -3.93 2.05
H10 -1.80 -1.57 1.57
H11 0.76 -0.17 -2.47
H12 3.55 2.98 -0.54

Partial atomic charges computed with the Mulliken method, in multiples of e: Rb 1.000; O -0.482; O -0.466; O -0.484; C -0.719; C -0.666; C -0.520; H 0.211; H 0.266; H 0.291; H 0.288; H 0.285; H 0.315; H 0.266; H 0.291; H 0.296; H 0.304; H 0.239; H 0.286

=====

Least stable: ii

=====

i:
A structure of composition C3H3I3O, computed with ωB97M-V with the def2-TZVPD basis set.

Values from the calculation:
Kohn-Sham gap ... 8.282 eV
E_HOMO ... -9.23 eV
2S+1 ... 1
Molar mass ... 435.8 u
LUMO ... -0.95 eV

Geometry (Å):
I1 2.16 -0.02 1.74
I2 1.39 2.31 -0.86
I3 1.07 -2.47 -0.68
O1 1.17 -0.54 -1.05
C1 0.88 0.42 0.03
C2 -0.54 0.42 0.47
C3 -1.52 -0.20 -0.16
H1 -1.36 -0.75 -1.07
H2 -0.72 0.99 1.38
H3 -2.53 -0.17 0.21

Partial atomic charges computed with the Mulliken method, in multiples of e: I 0.181; I 0.136; I 0.263; O -0.488; C -0.174; C -0.021; C -0.809; H 0.290; H 0.359; H 0.262

=====

ii:
A structure of composition C3H3I3O, computed with ωB97M-V with the def2-TZVPD basis set.

Values from the calculation:
Kohn-Sham gap ... 8.674 eV
E_HOMO ... -9.08 eV
2S+1 ... 1
Molar mass ... 435.8 u
LUMO ... -0.40 eV

Geometry (Å):
I1 3.70 0.79 -0.11
I2 1.92 -2.31 -0.23
I3 0.60 2.73 -0.04
O1 1.83 -0.14 1.89
C1 -0.35 -0.09 -1.07
C2 1.96 -0.30 0.54
C3 0.35 0.72 -0.33
H1 -0.13 -1.09 -1.05
H2 -1.25 0.29 -1.62
H3 1.27 0.53 2.27

Partial atomic charges computed with the Mulliken method, in multiples of e: I 0.127; I 0.135; I 0.201; O -0.406; C -0.363; C -0.191; C -0.114; H 0.020; H 0.237; H 0.354

=====

Least stable: ii